{
  "formula": "C7H13ClI2IrN2OP",
  "method": "ωB97M-V with the def2-TZVPD basis set",
  "homo_ev": [-14.805, -16.437],
  "multiplicity": 5,
  "gap_ev": [7.5, 5.2],
  "s_squared": 6.027,
  "total_charge": 2,
  "elements": ["I", "I", "Ir", "P", "C", "C", "H", "H", "H", "C", "H", "H", "H", "H", "H", "H", "C", "O", "Cl", "N", "C", "C", "N", "C", "H", "H", "H", "H"],
  "xyz": [[1.71966, -2.70852, -0.37274], [-2.72837, -0.22586, -0.22986], [-0.16143, -0.68274, -0.12857], [0.14607, 1.22290, -1.40493], [0.04083, 0.93086, -3.21802], [-1.06387, 2.55422, -1.12461], [1.92761, 2.36265, -0.21119], [1.94878, 2.70560, -1.95940], [2.56708, 1.15860, -1.34944], [1.81107, 1.93748, -1.21321], [-0.93329, 2.99604, -0.12997], [-0.92328, 3.31681, -1.88250], [0.14997, 1.88939, -3.73687], [-0.96486, 0.51667, -3.46624], [-2.07260, 2.17171, -1.18902], [0.80317, 0.24788, -3.54711], [-0.21443, -1.61255, -1.70998], [-0.43741, -2.09374, -2.77650], [0.33303, 1.19319, 1.47021], [0.47813, -2.33669, 3.72049], [-0.90037, -2.16385, 3.84082], [-1.33847, -1.64488, 2.66701], [-0.23900, -1.56416, 1.80861], [0.84044, -1.92936, 2.48680], [1.12461, -2.65081, 4.42401], [-1.46165, -2.34874, 4.73707], [-2.31995, -1.29058, 2.35821], [1.86856, -1.95149, 2.13694]]
}

---

{
  "formula": "C2H3NOS",
  "method": "ωB97M-V with the def2-TZVPD basis set",
  "homo_ev": -8.347,
  "multiplicity": 1,
  "gap_ev": 8.8,
  "total_charge": 0,
  "elements": ["C", "C", "N", "O", "S", "H", "H", "H"],
  "xyz": [[1.31465, 0.58027, -0.20623], [-1.07010, -0.00809, -0.30730], [0.06584, 0.42301, -0.27629], [-3.48555, -0.77864, -0.33426], [-2.57842, 0.59544, -0.00733], [1.83093, 0.41553, 0.72673], [1.87472, 0.91226, -1.06614], [-3.15806, -1.50542, 0.20594]]
}

---

{
  "formula": "C5H8N2",
  "method": "ωB97M-V with the def2-TZVPD basis set",
  "homo_ev": -7.725,
  "multiplicity": 1,
  "gap_ev": 8.8,
  "total_charge": 0,
  "elements": ["C", "C", "C", "N", "C", "N", "C", "H", "H", "H", "H", "H", "H", "H", "H"],
  "xyz": [[-2.37409, -0.21228, 0.07780], [-0.92639, 0.08268, -0.02435], [-0.32282, 1.28607, -0.33293], [1.03480, 1.12108, -0.25605], [1.37253, -0.15568, 0.08978], [2.69569, -0.54572, 0.26129], [0.17529, -0.73253, 0.30536], [-2.66697, -1.05103, -0.57020], [-2.66962, -0.49038, 1.09950], [-3.00039, 0.64201, -0.21100], [-0.75945, 2.23294, -0.61408], [1.73406, 1.83896, -0.36757], [2.76355, -1.29804, 0.93685], [3.08865, -0.89236, -0.61041], [-0.14487, -1.82572, 0.21602]]
}

---

{
  "formula": "C4H9N",
  "method": "ωB97M-V with the def2-TZVPD basis set",
  "homo_ev": -9.525,
  "multiplicity": 1,
  "gap_ev": 10.7,
  "total_charge": 0,
  "elements": ["C", "C", "C", "H", "H", "H", "H", "H", "H", "C", "N", "H", "H", "H"],
  "xyz": [[-0.83104, -1.75913, -0.83578], [-0.12311, -1.32448, 0.20724], [-0.74828, -0.73053, 1.43475], [-0.27374, -1.98470, -1.73776], [-1.83639, -2.14519, -0.73388], [0.92392, -1.08189, 0.03887], [-0.88990, 0.33926, 1.26614], [-1.73020, -1.15273, 1.64516], [-0.12255, -0.82748, 2.32366], [1.02599, 1.96294, -1.05383], [0.80429, 2.50819, 0.06026], [0.17191, 1.84807, -1.71908], [1.96778, 1.56407, -1.43620], [1.66132, 2.78360, 0.54045]]
}

---

{
  "formula": "C18H28N2O3",
  "method": "ωB97M-V with the def2-TZVPD basis set",
  "homo_ev": -7.276,
  "multiplicity": 1,
  "gap_ev": 7.9,
  "total_charge": 0,
  "elements": ["C", "C", "O", "C", "C", "C", "C", "C", "C", "H", "O", "C", "C", "H", "H", "H", "H", "H", "C", "O", "N", "H", "C", "C", "N", "C", "C", "C", "C", "C", "H", "H", "H", "H", "H", "H", "H", "H", "H", "H", "H", "H", "H", "H", "H", "H", "H", "H", "H", "H", "H"],
  "xyz": [[6.41552, -3.44346, -1.08634], [6.05024, -2.97695, 0.27892], [4.63895, -3.29536, 0.64226], [3.81294, -2.42550, 0.21747], [4.09064, -1.14840, -0.62886], [3.01899, -0.49447, -0.74676], [1.79074, -0.84504, -0.27656], [1.43612, -2.13175, 0.13702], [2.55751, -2.93131, 0.48807], [2.39945, -3.74231, 1.10845], [0.11511, -2.74094, 0.67073], [-0.58183, -3.23021, -0.51916], [0.03351, -4.26516, -1.05502], [-0.04595, -5.18591, -0.06713], [-0.71617, -4.81067, -1.81749], [1.02409, -4.30059, -1.24851], [-0.57493, -2.21823, -1.20295], [-1.51365, -3.20172, 0.08981], [0.37304, 0.03535, -0.84524], [0.61549, 0.73555, -1.64759], [-0.50813, 0.02310, -0.05854], [-0.49447, -0.72641, 0.97643], [-1.71217, 0.85850, -0.05826], [-1.72233, 1.83251, 1.25470], [-2.91573, 2.78135, 0.77861], [-2.66107, 3.94811, -0.03308], [-3.38034, 5.26082, 0.22241], [-5.07953, 4.56153, 0.24370], [-5.01583, 3.52754, 1.38740], [-4.13477, 2.46350, 1.04703], [-4.31678, 1.54750, 1.69384], [-4.37374, 1.97271, -0.13530], [-4.93941, 3.92491, 2.30694], [-6.04068, 3.25313, 1.24452], [-5.53105, 5.53434, 0.49946], [-5.38287, 4.16470, -0.67305], [-3.37433, 5.87999, -0.69683], [-3.20960, 5.52697, 1.47443], [-1.54682, 4.17886, 0.00693], [-2.78507, 3.34345, -0.93974], [-1.93810, 1.43049, 2.14531], [-0.71002, 2.27743, 1.43533], [-1.36339, 1.48459, -1.02175], [-2.44745, 0.45175, -0.21734], [3.07679, 0.27904, -1.40769], [4.91335, -0.81211, -0.76861], [6.76077, -3.56958, 0.98862], [6.42568, -1.83554, 0.48682], [5.75559, -2.94395, -1.95708], [6.27055, -4.66033, -1.27671], [7.44114, -3.34181, -1.43963]]
}

---

In the order shown, the computed total energy values come out to -1959.89148, -606.08866, -304.81201, -212.48989, -1037.24836 Ha.
In the order shown, the computed energy above the lowest of the compared OMol25 structures with the same formula, charge and spin values come out to 16.0, 61.9, 14.7, 38.5, 453.1 kcal/mol.
In the order shown, the computed strongest force on any atom values come out to 8.0, 0.8, 5.7, 1.5, 19.8 eV/Å.